1.
C2H7N2 | wB97M-V/def2-TZVPD

```
11
Properties=species:S:1:pos:R:3:lowdin_charge:R:1
C 0.37 1.65 -1.03 -0.105
C -0.68 -0.74 1.07 0.114
N 1.17 0.89 -0.47 0.003
N -0.59 -1.76 0.36 0.197
H 0.53 2.67 -1.06 0.051
H -0.55 1.12 -1.37 0.077
H 0.08 -0.49 1.71 0.086
H -1.50 -0.03 0.92 0.135
H 2.12 1.16 -0.13 0.083
H -1.24 -2.06 -0.34 0.152
H 0.28 -2.39 0.33 0.206
```

Values from the calculation:
Total charge   +1
Energy relative to the best compared isomer or geometry (same formula, charge and spin)   251.50 kJ/mol
HOMO energy   -13.854 eV
F_max   0.0726 Eh/bohr
Kohn-Sham gap   8.63 eV

2.
C6H33NO11 | wB97M-V/def2-TZVPD

```
51
Properties=species:S:1:pos:R:3:lowdin_charge:R:1
C 1.31 1.65 2.57 -0.226
O 1.26 0.43 3.33 -0.076
C 0.76 1.47 1.17 -0.351
C 0.25 2.81 0.57 -0.146
C 0.07 2.99 -0.89 -0.356
C -0.78 2.25 -1.60 0.022
C 1.13 3.84 -1.58 -0.060
N 1.83 0.88 0.36 0.057
H 0.79 2.44 3.13 0.119
H 2.39 1.84 2.56 0.124
H 0.40 0.05 3.09 0.040
H -0.03 0.67 1.17 0.128
H -0.71 3.08 1.06 0.122
H 0.87 3.62 0.99 0.112
H -0.89 2.31 -2.68 0.078
H -1.45 1.53 -1.14 0.045
H 1.79 4.33 -0.85 0.074
H 0.59 4.64 -2.08 0.076
H 1.80 3.47 -2.36 0.072
H 2.47 1.62 0.11 0.076
H 1.56 0.36 -0.47 0.027
H 2.27 -2.06 1.78 0.045
H 2.62 -1.89 0.36 0.038
O 2.18 -2.53 0.94 -0.057
H 1.05 -4.57 0.43 0.037
H -0.09 -4.16 1.54 0.009
O 0.16 -4.30 0.62 -0.067
H -3.13 3.29 -0.36 0.033
H -2.97 1.78 -0.14 -0.004
O -3.43 2.55 0.17 -0.059
H -1.62 -1.80 -0.38 0.032
H -0.12 -1.58 0.17 0.013
O -1.05 -1.66 0.41 -0.076
H -0.51 -1.43 -4.12 0.016
H -1.16 -0.32 -4.74 0.045
O -0.27 -0.70 -4.72 -0.064
H -2.46 -0.86 2.34 0.040
H -2.48 0.08 3.52 0.061
O -1.93 -0.58 3.10 -0.046
H -0.06 -3.20 -1.93 0.012
H -0.24 -1.75 -1.68 0.011
O 0.21 -2.36 -2.27 -0.022
H -1.53 -2.83 3.28 0.031
H -0.22 -2.32 2.91 0.014
O -0.62 -3.12 3.27 -0.051
H -1.91 -4.00 -0.16 0.053
H -1.42 -3.96 -1.57 0.029
O -2.02 -3.51 -0.98 -0.059
H 2.54 0.70 -2.80 0.063
H 1.16 0.16 -3.06 0.024
O 1.67 0.63 -2.39 -0.062
```

Values from the calculation:
Total charge   0
Energy relative to the best compared isomer or geometry (same formula, charge and spin)   456.10 kJ/mol
HOMO energy   -8.907 eV
F_max   0.0547 Eh/bohr
Kohn-Sham gap   8.95 eV

3.
C22H27FeN4O2STe | wB97M-V/def2-TZVPD

```
58
Properties=species:S:1:pos:R:3:lowdin_charge:R:1
Fe -1.16 -1.18 0.35 0.310
C -1.43 2.32 0.81 -0.027
C -1.50 0.99 1.52 -0.217
C -2.72 0.27 1.54 -0.230
C -3.89 0.76 0.73 -0.041
C -2.82 -0.91 2.31 -0.230
C -4.11 -1.68 2.41 -0.031
C -1.69 -1.40 3.01 -0.236
C -1.83 -2.63 3.85 -0.046
C -0.45 -0.77 2.85 -0.212
C 0.80 -1.36 3.44 -0.018
C -0.36 0.46 2.16 -0.206
C 0.96 1.17 2.13 -0.028
H -1.12 2.19 -0.24 0.092
H -0.72 2.98 1.28 0.077
H -2.40 2.82 0.81 0.078
H -4.60 1.32 1.35 0.102
H -4.43 -0.06 0.27 0.074
H -3.57 1.42 -0.07 0.064
H -4.54 -1.59 3.41 0.096
H -3.95 -2.74 2.21 0.084
H -4.86 -1.32 1.71 0.066
H -1.60 -3.52 3.26 0.055
H -2.83 -2.73 4.25 0.074
H -1.14 -2.60 4.70 0.081
H 1.17 -0.76 4.27 0.100
H 1.58 -1.40 2.67 0.069
H 0.65 -2.38 3.78 0.075
H 1.22 1.54 3.13 0.102
H 0.97 2.01 1.44 0.061
H 1.75 0.48 1.81 0.061
N 5.60 2.78 -3.55 0.094
C 4.72 1.87 -2.96 -0.324
C 4.61 0.57 -3.46 -0.027
C 3.77 -0.34 -2.84 -0.053
C 3.05 0.02 -1.72 -0.302
C 3.15 1.31 -1.22 -0.057
C 3.98 2.23 -1.83 -0.031
S 2.03 -1.18 -0.93 0.568
O 2.48 -1.30 0.44 -0.322
O 2.03 -2.35 -1.76 -0.312
N 0.56 -0.50 -0.82 -0.147
C -0.20 -0.32 -1.93 -0.479
N 0.26 -0.22 -3.17 0.161
C -0.64 -0.09 -4.13 -0.105
C -2.02 -0.07 -3.89 -0.051
C -2.41 -0.17 -2.58 -0.116
N -1.52 -0.27 -1.59 0.040
H 5.85 2.59 -4.50 0.087
H 5.40 3.75 -3.38 0.086
H 5.18 0.28 -4.33 0.110
H 3.66 -1.34 -3.24 0.113
H 2.58 1.60 -0.34 0.098
H 4.06 3.23 -1.43 0.109
H -0.26 -0.01 -5.14 0.113
H -2.74 0.01 -4.69 0.098
H -3.46 -0.16 -2.29 0.113
Te -1.10 -3.64 0.11 0.333
```

Values from the calculation:
Total charge   0
Multiplicity   6
HOMO energy (alpha / beta)   -7.329 / -7.136 eV
F_max   0.0130 Eh/bohr
Kohn-Sham gap (alpha / beta)   7.81 / 6.23 eV

> What is the total charge in the second record?

0